ORCA calculation (ωB97M-V with the def2-TZVPD basis set) on C51H39BrF5N6O9P2S2Ta as an isolated structure in a non-equilibrium geometry.

Computed properties:
**HOMO energy**: -12.3 eV
**Net charge**: +2
**Total energy**: -206294.5415 eV
**Energy above the lowest of the compared OMol25 structures with the same formula, charge and spin**: 120.67 kcal per mole
**Gap between HOMO and LUMO**: 5.43 eV

Last column: Mulliken charge in e.
Positions of all 116 atoms, in Å:
Ta  1.064  -0.450  -0.538  1.031
C  -7.628  -0.393  -2.388  -0.983
S  -6.278  -1.019  -1.364  0.027
C  -5.889  0.500  -0.411  -1.238
C  -4.488  0.410  0.182  0.075
C  -3.468  0.335  -0.955  -1.059
N  -2.079  0.084  -0.569  1.677
P  -1.056  1.337  -0.027  0.629
C  -1.653  1.755  1.655  1.379
C  -2.610  2.739  1.899  -0.928
C  -3.035  2.973  3.195  -0.797
C  -2.519  2.231  4.245  -0.999
C  -1.585  1.235  4.004  -0.939
C  -1.147  1.002  2.713  -0.158
C  -1.377  2.817  -1.040  1.689
C  -1.088  4.061  -0.473  -0.775
C  -1.235  5.214  -1.222  -1.149
C  -1.656  5.145  -2.540  -0.955
C  -1.917  3.911  -3.117  -1.010
C  -1.772  2.752  -2.378  -0.199
P  -1.367  -1.504  -0.461  1.930
C  -1.881  -2.270  1.105  1.031
C  -0.937  -2.446  2.112  -0.539
C  -1.295  -3.055  3.299  -0.904
C  -2.595  -3.496  3.490  -0.992
C  -3.537  -3.329  2.486  -0.948
C  -3.186  -2.727  1.289  -0.904
C  -2.125  -2.413  -1.826  1.255
C  -2.516  -3.737  -1.624  -1.185
C  -3.060  -4.454  -2.673  -0.918
C  -3.194  -3.867  -3.924  -0.749
C  -2.795  -2.553  -4.125  -0.914
C  -2.246  -1.825  -3.085  -0.700
H  -7.936  -1.206  -3.037  0.372
H  -7.270  0.443  -2.984  0.286
H  -8.460  -0.091  -1.759  0.335
H  -6.637  0.607  0.374  0.562
H  -5.967  1.343  -1.099  0.489
H  -4.416  -0.470  0.821  0.104
H  -4.297  1.292  0.797  -0.051
H  -3.498  1.285  -1.493  0.462
H  -3.777  -0.462  -1.639  0.589
H  -3.019  3.322  1.085  0.522
H  -3.775  3.735  3.382  0.525
H  -2.841  2.440  5.253  0.457
H  -1.203  0.648  4.825  0.582
H  -0.405  0.240  2.509  -0.016
H  -0.754  4.138  0.552  0.570
H  -1.017  6.166  -0.767  0.523
H  -1.762  6.047  -3.120  0.432
H  -2.236  3.853  -4.146  0.547
H  -1.938  1.798  -2.853  0.155
H  0.089  -2.146  1.947  0.311
H  -0.558  -3.195  4.073  0.574
H  -2.870  -3.982  4.412  0.454
H  -4.546  -3.686  2.635  0.516
H  -3.913  -2.636  0.493  0.827
H  -2.372  -4.201  -0.659  0.592
H  -3.361  -5.479  -2.518  0.493
H  -3.594  -4.441  -4.745  0.479
H  -2.894  -2.096  -5.098  0.542
H  -1.907  -0.810  -3.250  0.317
Br  5.727  -0.959  0.024  -0.046
C  4.512  -2.370  0.058  0.073
C  4.872  -3.626  0.886  0.097
C  4.252  -4.825  0.213  -1.090
C  3.037  -4.652  -0.290  -0.895
C  2.515  -3.252  -0.271  1.661
N  3.468  -2.294  -0.685  -0.240
C  1.169  -2.946  -0.904  -1.226
O  0.148  -3.443  -0.472  -0.395
O  1.170  -1.959  -1.709  -0.435
H  5.941  -3.733  1.090  0.742
H  4.774  -5.765  0.223  0.511
H  2.441  -5.420  -0.747  0.647
F  4.851  0.733  -6.558  -0.267
C  3.861  0.659  -5.684  0.439
C  2.549  0.904  -6.101  0.150
F  2.306  1.200  -7.368  -0.266
C  1.504  0.854  -5.186  0.021
F  0.256  1.094  -5.581  -0.278
C  1.743  0.561  -3.840  0.623
S  0.448  0.649  -2.682  -0.080
C  3.052  0.298  -3.459  -0.872
F  3.265  0.005  -2.135  0.420
C  4.116  0.345  -4.348  -0.184
F  5.348  0.105  -3.910  -0.263
C  4.414  3.969  1.577  -0.814
C  3.022  4.318  2.044  0.192
C  1.831  2.714  1.078  0.166
N  2.543  2.014  0.027  0.357
C  3.784  2.266  -0.158  -0.019
C  4.700  3.090  0.607  -0.829
H  5.218  4.483  2.084  0.516
H  2.954  5.354  2.384  0.548
H  0.758  2.544  0.894  -1.733
H  4.240  1.756  -0.997  0.519
H  5.739  2.950  0.340  0.463
O  5.180  1.084  6.131  -0.611
N  5.018  0.010  5.613  1.071
O  5.463  -1.045  5.984  -0.614
C  4.197  -0.018  4.402  -1.164
C  3.592  1.145  3.971  -0.176
C  2.789  1.137  2.829  -0.017
C  2.564  -0.081  2.142  0.630
O  1.749  -0.147  1.087  0.572
C  3.276  -1.227  2.575  -0.635
C  4.078  -1.207  3.703  -0.289
N  3.311  -2.355  1.767  0.469
O  2.185  -2.801  1.152  0.193
O  4.190  -3.368  2.119  -0.556
N  2.166  2.306  2.444  0.912
O  2.046  4.089  1.056  -0.464
O  2.608  3.478  3.096  -0.503
H  3.748  2.055  4.532  0.795
H  4.596  -2.095  4.032  0.843

Atoms 1-2, force components in eV/Å:
Ta -1.7 3.7 -3.8
C 0.2 0.0 0.3